Entry 1:
{"formula": "C27H34N4O4P2Pb", "method": "ωB97M-V with the def2-TZVPD basis set", "total_energy_ha": -2444.1652, "charge": 2, "largest_force_ha_per_bohr": 0.1116, "de_lowest_kcal_mol": 54.89, "homo_energy_ev": -13.6, "gap_ev": 5.0, "elements": ["Pb", "O", "C", "C", "C", "C", "C", "C", "C", "N", "N", "C", "O", "C", "C", "C", "C", "C", "C", "H", "H", "H", "H", "H", "H", "H", "H", "H", "H", "C", "P", "C", "C", "C", "P", "C", "C", "H", "H", "H", "H", "H", "H", "H", "H", "H", "H", "H", "H", "H", "H", "H", "H", "O", "C", "N", "C", "O", "C", "C", "C", "C", "N", "C", "H", "H", "H", "H", "H", "H", "H", "H"], "coordinates": [[-0.0954, 1.2220, -0.0103], [1.0012, 3.3092, 0.7715], [1.1850, 3.9349, 1.8762], [1.2036, 5.3742, 1.9841], [0.9347, 5.8819, 3.1979], [1.1183, 5.1232, 4.3918], [1.4037, 3.7989, 4.3457], [1.2161, 3.1535, 3.1023], [1.5195, 1.7858, 3.2294], [1.6512, 0.9592, 2.1350], [2.1669, -0.2284, 2.5650], [1.8310, -1.1821, 1.6659], [1.1649, -0.9961, 0.5918], [1.9591, -2.5684, 2.1508], [1.9212, -3.6181, 1.2190], [1.9937, -4.9276, 1.6169], [2.3145, -5.3175, 2.8743], [2.4821, -4.3417, 3.8471], [2.3835, -3.0071, 3.4544], [1.3087, 5.9921, 1.0906], [0.6685, 6.9560, 3.3191], [1.2778, 5.6411, 5.3085], [1.6918, 3.1824, 5.1762], [1.7297, 1.3480, 4.1722], [1.6781, -3.2791, 0.2115], [1.6848, -5.6005, 0.7927], [2.4745, -6.3845, 3.0644], [2.7019, -4.6484, 4.8620], [2.7246, -2.2581, 4.1583], [0.4920, -0.7522, -3.1213], [1.1629, 0.8389, -2.4145], [2.9489, 0.5392, -2.1107], [0.9388, 1.9699, -3.8040], [0.5644, 3.3145, -3.1926], [-0.7434, 3.1593, -1.9332], [-0.8573, 4.9054, -1.2875], [-2.2043, 2.8946, -3.1662], [0.9429, -0.9062, -4.1312], [-0.6202, -0.6663, -3.1943], [0.6547, -1.5679, -2.4357], [3.3793, -0.0021, -2.9899], [2.9922, -0.1002, -1.1727], [3.4280, 1.5265, -2.0515], [0.1588, 1.5738, -4.4200], [1.8664, 1.9965, -4.4429], [0.2955, 4.1137, -3.9229], [1.4490, 3.6748, -2.6239], [-0.0822, 5.5904, -1.6259], [-0.8508, 4.9483, -0.1672], [-1.7970, 5.2949, -1.6530], [-2.0500, 3.5352, -4.0621], [-3.0916, 3.1703, -2.6348], [-2.2408, 1.8601, -3.5072], [-1.3794, -6.1085, 1.0684], [-2.3447, -6.2473, 0.0883], [-2.7835, -4.9485, -0.4201], [-2.4255, -3.7247, 0.0979], [-1.7702, -3.5751, 1.1501], [-2.8384, -2.4781, -0.5814], [-3.8795, -2.3611, -1.4875], [-4.1921, -1.1151, -2.0597], [-3.4149, -0.0281, -1.6630], [-2.4086, -0.1236, -0.7731], [-2.1554, -1.3021, -0.1979], [-1.4336, -5.1039, 1.3179], [-3.3243, -6.6303, 0.4468], [-1.9462, -6.8845, -0.7668], [-3.2804, -4.8854, -1.3124], [-4.4544, -3.2766, -1.7795], [-5.0221, -1.1008, -2.7769], [-3.6574, 1.0017, -1.9392], [-1.3208, -1.3247, 0.4889]], "atomic_forces_ev_per_a": [[-0.69, -0.18, 0.50], [0.75, 1.72, 1.43], [-0.96, -1.37, -2.71], [-0.24, -0.28, -0.72], [-0.05, 1.66, 0.03], [0.94, -1.18, 0.76], [-1.38, 1.59, 0.22], [2.05, -2.97, 1.20], [-0.13, 2.02, -2.45], [1.65, -3.47, 2.35], [-1.86, 5.42, -0.36], [-2.45, -3.24, -2.63], [1.86, 0.19, 1.51], [2.35, -1.46, 0.71], [-1.52, 1.76, -0.01], [-0.81, -0.37, -3.32], [0.11, -0.85, 0.99], [0.10, 0.44, -0.62], [-0.04, 1.10, 0.30], [-0.35, -0.32, 0.22], [0.43, -0.87, -0.21], [-0.28, 0.47, 0.56], [-0.04, 0.26, 0.46], [0.07, -0.21, 0.85], [0.05, -0.73, 0.02], [0.75, -0.19, 0.91], [-0.31, 0.47, 0.22], [0.22, 0.38, -0.04], [-0.49, 0.11, 0.21], [-0.47, 0.93, -0.28], [0.44, -2.35, -0.12], [-0.34, -0.70, -0.37], [1.05, 0.65, -0.23], [1.12, 1.02, 0.05], [-1.32, 1.15, -1.27], [-0.37, -0.31, 0.71], [1.63, 0.71, 0.32], [-0.37, -0.13, 0.84], [0.80, 0.11, -0.19], [0.42, -0.38, 0.09], [-0.23, 0.32, 0.79], [0.30, 0.98, -1.12], [0.10, -0.44, 0.43], [-0.59, -0.26, -0.40], [-0.82, 0.12, 0.67], [0.21, -0.65, 0.41], [-0.33, 0.06, -0.36], [0.21, -0.32, -0.26], [-0.13, -0.29, -1.06], [-0.34, 0.29, 0.06], [-0.17, -0.23, 0.70], [-0.73, 0.05, 0.04], [-0.01, 0.00, 0.22], [-0.24, 1.61, 0.03], [-0.63, -0.96, -0.41], [0.50, 3.17, -0.90], [0.24, -1.53, 0.85], [-0.41, -0.35, -0.81], [-0.16, 0.98, 0.08], [-0.25, -0.57, -0.62], [0.23, -0.70, 0.34], [-0.65, 0.19, 0.25], [-0.06, -0.35, 0.09], [-0.30, -0.22, -1.31], [0.44, -1.82, 0.17], [0.79, -0.73, 0.16], [-0.60, 0.77, 0.94], [0.40, -0.47, 0.59], [0.43, 1.07, 0.25], [0.46, 0.54, 0.38], [0.09, -0.52, -0.32], [-0.09, -0.34, 0.20]]}



Entry 2:
{"formula": "C27H34N4O5S", "method": "ωB97M-V with the def2-TZVPD basis set", "total_energy_ha": -2041.5878, "largest_force_ha_per_bohr": 0.3863, "de_lowest_kcal_mol": 747.45, "homo_energy_ev": -7.9, "gap_ev": 6.9, "elements": ["C", "C", "C", "C", "C", "C", "C", "C", "H", "H", "C", "C", "N", "C", "C", "C", "C", "S", "C", "O", "C", "C", "H", "H", "H", "C", "H", "H", "H", "C", "H", "H", "H", "H", "C", "O", "N", "N", "C", "O", "C", "C", "C", "C", "C", "C", "H", "H", "N", "O", "O", "H", "H", "H", "H", "H", "H", "H", "H", "H", "H", "H", "H", "H", "H", "H", "H", "H", "H", "H", "H"], "coordinates": [[2.0358, -0.7005, 4.8746], [0.9763, 0.4904, 4.6591], [-0.3545, -0.0764, 4.9134], [-1.4016, 1.0867, 5.2972], [-1.5907, 2.2280, 4.1927], [-2.1813, 1.3262, 3.0149], [-2.6228, 2.2511, 1.9889], [-1.2506, 3.2726, 1.2962], [-1.6191, 3.9052, 0.5452], [-1.0213, 3.8516, 2.1306], [-0.0420, 2.2379, 0.6981], [-0.3776, 1.7136, -0.5188], [-1.3945, 2.5247, -1.3019], [-1.6730, 1.6095, -2.5328], [-1.2371, 0.4994, -2.8329], [-1.9116, -0.1178, -3.9573], [-2.7741, 1.0007, -4.5588], [-2.7781, 2.3592, -3.5990], [-3.2497, 0.7729, -6.1106], [-3.2557, -0.6813, -6.3787], [-1.8998, -1.1564, -6.2138], [-2.1439, -2.8029, -6.7653], [-2.2845, -2.6281, -7.9636], [-3.0940, -3.2474, -6.3538], [-1.0639, -3.1488, -6.8050], [-0.8672, -0.4753, -7.0304], [-1.2532, -0.1255, -7.8773], [0.1341, -1.1865, -7.1080], [-0.6214, 0.3603, -6.3187], [-1.7444, -1.3741, -4.7189], [-0.5514, -1.7263, -4.6524], [-2.2581, -1.9724, -4.2672], [-4.3639, 0.9778, -5.9320], [-2.8855, 1.5531, -6.6055], [-0.4600, -0.2744, -1.8712], [0.0776, -1.5898, -2.1524], [0.0242, 0.5971, -0.8716], [0.6580, -0.4397, 0.1005], [2.0950, 0.2145, 0.2941], [2.4982, 1.2144, 0.0823], [2.7671, -0.7788, 1.0213], [4.2826, -0.6334, 1.2256], [5.2068, -1.2337, 1.8363], [4.6533, -2.3467, 2.4019], [3.5175, -2.7493, 2.2470], [2.3756, -1.8285, 1.4802], [1.3125, -2.1192, 1.5493], [2.8700, -3.5928, 2.6393], [5.7482, -3.2647, 2.8555], [6.8953, -3.0636, 3.0733], [5.2400, -4.2971, 3.3740], [6.2859, -0.9616, 1.7482], [4.6199, 0.6180, 0.4430], [0.5744, -1.2293, -0.1834], [0.4879, 3.0218, 0.5136], [0.0692, 1.4317, 1.4411], [-3.2738, 3.0585, 2.2133], [-2.8886, 1.7053, 1.0322], [-1.3886, 0.5200, 2.4579], [-3.2934, 0.5782, 3.1495], [-2.2780, 2.9069, 4.4348], [-0.6938, 2.4122, 3.9107], [-1.0428, 1.6733, 6.1444], [-2.3226, 0.4839, 5.7372], [-0.7686, -0.6815, 4.3406], [-0.3675, -0.6482, 6.0209], [0.9962, 0.8874, 3.8291], [1.2809, 1.1010, 5.3922], [2.1723, -1.0243, 6.0924], [2.8630, -0.6218, 4.6112], [1.8258, -1.6469, 4.1774]], "atomic_forces_ev_per_a": [[-13.03, -3.86, 4.67], [1.34, -8.39, 6.09], [0.56, 5.85, 10.33], [-0.48, -0.36, 0.98], [-4.35, -10.13, 0.73], [-1.05, -2.35, -0.89], [2.96, 1.50, -5.80], [-1.91, -5.32, 0.74], [-0.56, 0.45, -1.13], [1.46, 0.80, 1.32], [-5.42, -0.25, 5.88], [-8.00, 7.23, -3.84], [3.79, -6.84, -1.16], [-2.55, 13.28, 6.16], [2.21, -11.64, -1.43], [-2.37, 5.80, -2.65], [3.05, -6.24, -1.45], [-0.03, 0.79, 0.15], [-5.33, -3.57, 7.25], [1.57, 3.75, -0.89], [-3.76, -6.36, -0.26], [1.32, 4.00, -3.32], [-0.18, -0.48, 2.74], [1.72, 0.05, -0.09], [-1.71, -0.83, 0.97], [4.03, -1.77, 5.48], [-1.21, 1.18, -3.72], [-2.69, 1.97, -0.11], [0.52, -0.15, -1.14], [10.78, 6.88, -4.38], [-3.05, 0.72, 0.38], [-5.94, -7.69, 3.98], [1.26, -0.16, -1.03], [2.21, 2.27, -3.33], [3.11, -3.51, -4.39], [-3.29, 7.53, 2.58], [1.85, -11.91, -0.94], [3.01, 19.15, 4.33], [-5.91, -10.69, 2.24], [2.09, 9.90, -3.22], [9.19, 5.42, -1.41], [-3.74, 10.31, -7.16], [3.31, 0.67, 0.22], [10.21, -0.34, 1.01], [-14.71, -2.75, -1.53], [-1.32, -10.37, 6.25], [0.84, -0.37, 0.01], [2.18, 0.58, -0.31], [-3.25, -4.55, 4.96], [1.68, 2.28, -1.61], [0.20, 0.69, -1.46], [-1.19, -0.50, 0.50], [-0.67, -3.95, 2.53], [-1.06, -12.18, -5.58], [5.22, 4.01, -0.28], [1.10, 0.96, -0.11], [-1.06, 0.19, 0.57], [-0.42, 0.77, 1.09], [-1.98, 2.16, 1.98], [3.56, 2.10, 0.57], [-2.18, 3.09, 1.00], [5.73, 2.38, -1.72], [0.43, -0.58, 0.50], [1.24, 1.76, -1.44], [-3.17, -5.41, -5.77], [0.41, 1.11, -2.88], [0.82, 3.99, -8.60], [0.49, 2.89, 2.58], [-0.99, 0.74, -3.50], [13.62, 2.78, -4.16], [-0.54, 1.52, 1.96]]}



Entry 3:
{"formula": "C27H34N5O3", "method": "ωB97M-V with the def2-TZVPD basis set", "total_energy_ha": -1548.2922, "charge": 1, "largest_force_ha_per_bohr": 0.1025, "de_lowest_kcal_mol": 34.85, "homo_energy_ev": -10.3, "gap_ev": 7.0, "elements": ["C", "N", "C", "O", "C", "C", "C", "C", "C", "C", "C", "C", "N", "C", "C", "C", "C", "C", "C", "N", "O", "O", "C", "C", "C", "C", "C", "C", "H", "H", "H", "H", "H", "H", "H", "H", "H", "H", "H", "H", "H", "H", "H", "H", "H", "H", "H", "H", "H", "H", "H", "H", "C", "C", "N", "C", "C", "C", "N", "H", "H", "H", "H", "H", "H", "H", "H", "H", "H"], "coordinates": [[-1.2821, 4.2727, 2.3903], [-1.2891, 2.8261, 2.5176], [-2.4660, 2.1254, 2.5181], [-3.5947, 2.6141, 2.5218], [-2.0952, 0.6348, 2.5693], [-2.6991, -0.1490, 1.4013], [-4.2025, -0.2767, 1.4907], [-5.0128, 0.1634, 0.4398], [-6.4014, 0.1513, 0.5815], [-6.9805, -0.3422, 1.7603], [-6.1658, -0.8385, 2.7845], [-4.7758, -0.8162, 2.6470], [-0.6430, 0.6629, 2.5609], [0.0314, -0.5164, 2.6243], [1.3604, -0.6911, 2.2818], [2.1995, -1.7978, 2.6960], [3.6207, -1.6452, 2.3046], [4.1725, -0.3465, 2.3451], [5.5531, -0.1297, 2.1084], [6.0854, 1.1993, 2.0389], [7.2995, 1.3219, 1.7400], [5.3772, 2.2164, 2.2369], [6.4048, -1.1862, 1.7759], [5.8782, -2.4686, 1.6717], [4.4955, -2.6814, 1.8601], [-0.0897, 2.0133, 2.3211], [0.4114, 2.2072, 0.8846], [0.9891, 2.4281, 3.3235], [-2.3021, 4.6446, 2.5285], [-0.6271, 4.7111, 3.1533], [-0.9209, 4.5893, 1.4008], [-2.4794, 0.2431, 3.5293], [-2.4203, 0.3614, 0.4635], [-2.2325, -1.1451, 1.3955], [-4.5378, 0.5430, -0.4695], [-7.0272, 0.5345, -0.2247], [-8.0651, -0.3356, 1.8786], [-6.6066, -1.2362, 3.7015], [-4.1250, -1.1925, 3.4410], [-0.5576, -1.3114, 3.1129], [1.8952, 0.1167, 1.7256], [1.7966, -2.4064, 3.7802], [3.5946, 0.5235, 2.6596], [7.4489, -0.9601, 1.5772], [6.5382, -3.3037, 1.3976], [4.0662, -3.6790, 1.7453], [-0.3822, 1.9806, 0.1573], [0.7218, 3.2514, 0.7346], [1.2721, 1.5653, 0.6831], [0.5654, 2.4514, 4.3363], [1.8332, 1.7306, 3.2933], [1.3555, 3.4366, 3.0889], [3.4712, -4.1677, 4.5943], [2.4201, -4.4820, 3.5812], [1.8994, -3.4263, 2.8993], [0.7887, -3.6729, 1.9829], [0.0139, -4.9136, 2.3754], [0.8441, -6.1434, 2.5805], [2.0268, -5.7465, 3.3792], [3.6845, -5.0377, 5.2250], [4.3763, -3.8530, 4.0586], [3.1322, -3.3513, 5.2489], [0.1845, -2.7537, 1.9135], [1.2037, -3.7948, 0.9764], [-0.5201, -4.6932, 3.2938], [-0.7692, -5.0728, 1.6434], [0.2784, -6.8878, 3.1533], [1.1552, -6.6153, 1.6410], [2.4820, -6.4852, 3.9167]], "atomic_forces_ev_per_a": [[0.29, 0.18, 0.00], [-0.68, -0.16, -0.11], [-0.77, 0.64, 0.25], [1.60, -0.87, -0.07], [-0.65, 0.56, 0.35], [0.02, 0.01, -0.31], [-0.01, -0.09, 0.01], [-0.05, 0.03, 0.39], [0.06, -0.22, 0.25], [0.29, 0.08, -0.15], [0.11, -0.02, -0.09], [-0.34, 0.23, -0.34], [0.01, -0.43, -0.10], [1.43, 0.89, 0.30], [-2.44, -0.07, -0.58], [1.89, -1.54, 4.33], [1.72, 0.26, -0.02], [1.18, 0.32, 0.47], [-1.56, -1.76, -0.53], [2.07, 3.88, -0.31], [-2.44, -0.68, 0.66], [0.62, -2.69, -0.18], [-0.10, 0.26, 0.14], [-0.76, -0.09, -0.22], [-0.18, 0.46, 0.76], [-0.12, 0.43, -0.37], [0.00, -0.01, -0.23], [-0.11, -0.17, 0.26], [0.24, -0.23, -0.01], [-0.20, -0.03, -0.15], [-0.15, -0.08, 0.23], [0.20, 0.06, -0.30], [-0.05, -0.28, 0.24], [-0.05, 0.13, -0.09], [-0.26, -0.04, 0.30], [0.12, -0.14, 0.24], [0.33, -0.02, -0.04], [0.07, 0.13, -0.33], [-0.32, 0.09, -0.15], [0.34, 0.37, -0.29], [-0.67, -1.24, 0.47], [1.43, 4.27, -0.09], [0.19, -0.32, -0.15], [-0.22, -0.19, 0.08], [-0.45, 0.44, 0.10], [0.35, 0.21, -0.08], [0.22, -0.01, 0.24], [-0.03, -0.37, 0.06], [-0.10, 0.21, -0.13], [0.15, -0.12, -0.23], [-0.14, 0.25, 0.09], [-0.05, -0.35, -0.03], [0.16, -0.36, -0.01], [0.07, 1.61, -0.47], [-1.80, -3.42, -3.59], [0.08, -1.02, -0.74], [-1.07, 0.77, -0.02], [0.52, -0.11, -0.01], [-0.20, 0.21, 0.12], [0.02, 0.19, -0.21], [-0.11, 0.01, 0.34], [0.13, -0.10, -0.30], [0.01, -0.69, 0.20], [0.13, 0.02, 0.01], [-0.09, 0.01, 0.37], [-0.06, -0.23, -0.23], [0.22, 0.16, -0.10], [0.09, 0.19, 0.16], [-0.14, 0.63, -0.07]]}